Entry 1:
Computed, not measured: a structure of composition C42H108F3O17SV in a non-equilibrium geometry, with ωB97M-V/def2-TZVPD.

Positions of all 172 atoms, in Å:
V 33.43031 5.77180 15.78399
S 30.27346 5.83399 14.25306
F 28.89306 7.50870 15.86810
F 27.94473 7.13388 13.91996
F 29.66705 8.43631 14.08384
O 31.58498 6.20758 14.82283
O 22.67926 5.16118 12.31465
O 32.65701 5.47921 17.15409
O 32.21741 7.22420 19.59513
O 27.87572 2.88408 10.48132
O 31.56143 2.79070 16.95806
O 34.14339 6.26260 13.68741
O 31.54667 11.63840 10.08831
O 26.26522 12.30633 13.34873
O 28.92501 3.00592 16.85609
O 30.24458 5.64354 12.79172
O 26.74328 10.38553 9.22159
O 29.64824 4.75418 15.04358
O 32.48115 5.47833 11.43430
O 33.61087 7.87760 16.26312
O 24.77435 6.42212 18.82182
O 33.00186 3.70147 14.94931
C 24.55691 6.34947 12.87697
C 29.02986 2.39950 11.20816
C 20.76409 4.15407 11.42854
C 26.76136 2.60026 15.84833
C 33.59176 6.51262 21.43330
C 28.78758 0.88248 15.62092
C 29.11910 0.88839 10.92533
C 29.89941 7.14502 19.41571
C 21.59275 4.25138 12.68740
C 30.58709 10.64155 10.26708
C 26.08551 10.14867 14.43432
C 30.96906 7.74530 20.21649
C 31.85804 2.63951 13.24881
C 26.99915 11.32009 14.10163
C 30.20153 10.65889 11.73945
C 34.31200 2.02142 13.86810
C 23.77001 5.09495 13.16202
C 33.55158 2.02911 17.80151
C 32.25915 9.50136 15.14023
C 36.04656 5.93244 12.34482
C 26.36401 14.47568 12.34061
C 26.38649 4.64660 9.92290
C 26.80327 6.00565 17.61148
C 27.17176 13.26963 12.82568
C 33.36990 7.57337 20.32574
C 25.28396 6.20023 17.57145
C 32.04974 2.20727 18.10946
C 28.05305 1.96661 16.44108
C 26.17388 11.61765 8.84350
C 27.61715 4.22756 10.76100
C 32.49506 8.73873 16.42031
C 29.11078 7.36554 14.59805
C 26.85108 8.78516 10.99246
C 35.37291 6.88093 13.30156
C 26.43943 11.76611 7.34242
C 32.27941 5.13170 10.08144
C 33.57950 5.40193 9.36545
C 31.29810 9.33125 9.83015
C 34.94366 8.17971 12.73279
C 31.73246 3.11112 19.29828
C 26.78543 10.27769 10.62672
C 33.25448 3.12332 13.68492
H 29.38417 0.26929 16.29633
H 31.17231 3.46457 13.05603
H 28.94577 2.60510 12.27529
H 26.32992 5.73384 9.97594
H 25.54666 14.08295 11.73579
H 28.17383 0.16137 15.08111
H 31.31744 10.05024 15.14123
H 27.58852 10.88203 11.04851
H 25.54455 6.29612 13.33503
H 26.62284 9.52669 15.15022
H 25.79516 9.53597 13.58085
H 24.82919 5.30947 17.13804
H 34.57383 1.52081 12.93594
H 29.41364 1.32986 14.84891
H 29.95361 7.39557 18.35628
H 29.11135 3.58087 16.11023
H 30.55644 8.53255 9.84076
H 34.00321 1.52222 18.65427
H 24.22873 5.68428 19.10377
H 32.09823 8.78584 14.33385
H 33.89407 6.40683 9.64712
H 29.33428 0.69704 9.87406
H 35.23087 2.47396 14.24091
H 31.80136 2.03369 12.34446
H 25.87762 8.30475 10.89409
H 27.34230 8.58870 11.94546
H 33.35206 8.61628 20.64215
H 31.73832 9.40578 8.83579
H 30.61173 2.86389 17.07770
H 36.81470 6.49912 11.81859
H 25.46269 4.18053 10.26564
H 34.38368 8.44528 16.30916
H 27.33867 6.88863 17.96049
H 25.11918 11.51572 9.09909
H 33.61797 3.95386 13.07978
H 35.35861 5.55928 11.58616
H 25.92281 10.65437 11.17637
H 34.37013 4.72427 9.68761
H 33.50101 5.51164 21.01150
H 31.05682 8.83163 20.19965
H 27.30661 11.80260 15.02939
H 26.55550 12.48224 9.38659
H 31.59220 8.15386 16.59600
H 21.44181 3.78844 10.65711
H 24.62055 6.38553 11.78943
H 28.92955 7.43947 19.81668
H 20.30718 5.08410 11.09036
H 32.34174 3.17306 15.40387
H 33.57716 5.27030 8.28343
H 26.39188 4.23802 8.91239
H 33.71645 6.09198 12.84468
H 29.93739 0.53342 11.55183
H 29.89595 6.06749 19.58009
H 34.43401 8.81849 13.45412
H 21.00377 4.52178 13.56381
H 31.06317 10.55008 12.39812
H 33.98184 1.26001 14.57475
H 29.58443 9.83859 12.10606
H 23.51546 5.00566 14.21812
H 26.94678 3.03670 14.86688
H 31.48643 5.75952 9.67507
H 27.40681 4.33455 11.82515
H 25.92678 1.90645 15.74728
H 29.70909 11.59160 12.01451
H 28.20529 0.32682 11.11945
H 33.08743 10.16770 14.89931
H 24.42460 4.24715 12.95994
H 34.02161 3.00951 17.87888
H 33.75764 1.50161 16.87018
H 35.78955 8.76194 12.36732
H 27.09180 5.68312 16.61107
H 31.12921 12.47584 10.30284
H 27.86032 13.64075 13.58480
H 29.76713 10.89708 9.59590
H 20.02216 3.38003 11.62478
H 31.00739 7.36131 21.23590
H 24.04988 7.22365 13.28542
H 32.10674 9.02100 10.49192
H 26.41587 3.45887 16.42410
H 25.16447 10.51840 14.88498
H 25.05686 7.01063 16.87880
H 31.62793 5.58564 11.86105
H 27.50291 11.81245 7.10796
H 28.47991 4.85776 10.54517
H 31.68455 2.44590 20.16042
H 26.04983 10.92266 6.77241
H 31.86974 4.12405 10.01151
H 27.86497 10.91092 13.58101
H 27.73576 12.87635 11.97990
H 25.94393 15.13415 13.10091
H 27.75866 1.51991 17.39077
H 27.02250 15.09370 11.73025
H 27.47532 8.32043 10.22927
H 32.61369 9.42987 17.25478
H 30.77637 3.61885 19.17097
H 26.94491 5.11971 18.23047
H 32.77070 6.58935 22.14609
H 32.55575 3.80417 19.47140
H 34.15443 7.55469 19.56926
H 31.47138 1.28765 18.19829
H 34.28915 8.02555 11.87491
H 25.91943 12.63521 6.93949
H 34.52608 6.56809 21.99193
H 36.55919 5.11293 12.84852
H 36.05658 6.93242 14.14894
H 31.46930 1.88896 13.93703
H 29.95853 2.87242 10.88877
H 21.99442 3.26049 12.89930

Summary:
* 2S+1: 3
* frontier orbital gap (alpha / beta): 7.044 / 9.025 eV
* HOMO energy (alpha / beta): -7.023 / -9.166 eV

=====

Entry 2:
Computed, not measured: a cluster of 13 separate species, C42H113N3O13 in total in a non-equilibrium geometry, with ωB97M-V/def2-TZVPD.

Positions of all 171 atoms, in Å:
O -11.02226 7.93404 18.98780
O -11.72607 5.81837 20.82300
O -14.82188 5.36536 17.75029
O -7.97392 0.86479 16.95359
O -8.52361 8.42298 24.76469
O -16.76234 6.30448 21.36179
O -7.65691 6.15587 26.15569
O -10.98072 9.34406 25.34482
O -4.69979 5.26985 18.90636
O -13.82381 -1.25342 21.02141
O -10.63734 7.45054 16.24319
O -12.06266 1.99145 26.24697
O -5.46180 2.75093 19.90859
N -3.26079 7.39233 21.41764
N -12.48741 3.74786 18.68101
N -14.68010 4.32113 21.07212
C -7.85975 10.69155 24.79270
C -10.29939 3.34704 25.28443
C -8.18233 1.46410 18.19612
C -6.53401 5.11824 24.09989
C -4.39686 4.91531 17.57250
C -15.68238 6.46949 17.95935
C -12.00399 0.03074 21.93998
C -10.71009 3.68473 21.57385
C -9.35502 6.97969 15.75036
C -14.14514 4.62631 23.38030
C -13.00014 3.70046 16.26075
C -8.86800 0.61973 19.22816
C -11.94347 9.64025 20.29689
C -12.49826 -2.32680 22.54911
C -9.37734 5.55537 15.22101
C -8.73845 2.89901 18.17869
C -12.48267 -1.29823 21.44491
C -8.51501 9.53237 22.65423
C -11.14629 2.06838 25.16455
C -11.41886 9.25198 18.94659
C -5.59764 2.98658 21.31449
C -10.39167 0.79579 24.86705
C -7.87120 9.41070 23.98649
C -5.76648 4.77693 26.57034
C -12.82716 8.73735 23.86540
C -13.48071 5.79808 17.52494
C -6.42759 5.73167 25.55203
C -15.74147 6.23230 22.35951
C -11.59220 8.24763 24.62646
C -9.42097 5.81351 21.64366
C -12.56391 4.53167 17.47776
C -4.31551 6.65023 20.80746
C -10.25117 10.16322 18.56296
C -17.52836 7.45546 21.54646
C -5.72468 7.24442 20.57424
C -4.29622 2.54777 22.08627
C -6.76933 2.11880 21.72206
C -8.41221 7.04036 16.95105
C -3.72912 6.14702 19.50195
C -11.83020 7.08605 25.58545
C -15.23660 4.79879 22.37965
C -10.47386 5.04609 20.88053
H -8.16268 3.45087 17.42725
H -3.43089 3.10779 21.72921
H -7.32762 11.51324 24.29673
H -12.30028 2.86342 16.12971
H -6.86780 8.99993 23.83020
H -4.39549 5.82204 16.95729
H -15.39573 4.51364 20.37945
H -7.70651 2.47575 21.29048
H -8.40909 7.99927 17.48163
H -4.93361 3.47715 19.55958
H -10.84555 7.57041 18.10393
H -6.96152 5.84141 23.41828
H -9.00360 7.65738 14.95214
H -8.40331 5.35908 14.77094
H -12.67963 4.25095 19.53851
H -10.88516 8.06492 23.81753
H -3.39835 7.57753 22.40213
H -5.79658 6.63106 25.46003
H -16.94022 8.37349 21.51540
H -6.20440 7.52264 21.52649
H -9.89984 0.40164 18.95011
H -3.38466 4.48103 17.54460
H -13.97317 4.99312 20.82777
H -5.48438 4.92358 23.90348
H -9.81872 2.86690 18.05710
H -4.43654 2.62431 23.17093
H -18.05716 7.48091 22.51173
H -9.58323 0.58972 25.57858
H -15.50673 7.24037 17.18166
H -10.13747 4.77814 19.86140
H -11.15184 3.89629 22.55204
H -15.52161 6.90400 18.95710
H -8.75580 6.28036 17.66949
H -8.87542 0.71415 16.62734
H -4.45454 5.72583 21.38090
H -18.32403 7.51258 20.81824
H -7.41586 10.56150 25.78341
H -12.60303 7.37840 26.29746
H -11.55528 9.54793 26.09012
H -7.17039 1.61998 18.58467
H -14.02804 3.35807 16.39417
H -13.88350 3.56972 23.39080
H -9.78058 5.97122 22.68096
H -5.87175 4.05005 21.47812
H -6.99502 2.13684 22.79311
H -12.14096 6.18153 25.06948
H -10.56037 11.20391 18.53933
H -12.65576 9.66098 23.29818
H -11.46660 -2.44039 22.91670
H -6.33690 6.44845 20.13814
H -11.81511 -1.63275 20.63687
H -12.55088 0.30379 22.84703
H -7.94583 10.24632 22.02765
H -10.93420 -0.04657 22.17682
H -11.02352 4.13841 25.40279
H -13.17049 -1.94202 23.30517
H -12.13564 0.81663 21.20095
H -10.11082 5.45285 14.40315
H -9.75508 3.16718 21.64911
H -9.17065 6.79814 21.28520
H -8.81845 1.26718 20.11219
H -13.49636 6.22022 16.51901
H -11.34028 7.07829 15.68555
H -9.86844 9.89801 17.57920
H -4.74835 4.50768 26.24268
H -13.68558 8.88973 24.52205
H -11.39239 3.07706 21.00327
H -9.67581 3.23047 26.16923
H -11.58103 4.97250 17.25643
H -12.18944 10.71202 20.31528
H -5.67148 8.04095 19.83410
H -16.07585 4.12688 22.59175
H -13.24613 3.07366 18.66312
H -8.90377 10.99222 24.97497
H -7.94034 6.94298 25.69186
H -9.54005 9.93095 22.68706
H -11.01431 -0.07894 24.77299
H -11.45367 1.81834 26.98027
H -6.59774 1.07513 21.44041
H -8.46563 8.56520 22.15715
H -3.60326 7.00440 18.81041
H -6.36698 3.86376 26.71939
H -13.93548 -0.57462 20.34118
H -9.89152 0.98690 23.90887
H -8.46799 5.28441 21.64430
H -13.25595 5.21813 23.13446
H -14.48164 4.88695 24.38995
H -9.26589 8.87132 25.20103
H -11.85314 2.13411 24.31807
H -13.20985 6.54247 18.30136
H -12.92799 4.36196 15.38216
H -12.85351 -3.25922 22.10930
H -5.66004 5.25284 27.55765
H -9.68379 3.44845 24.38920
H -9.45811 10.12629 19.32041
H -13.15903 7.95873 23.16763
H -14.90319 6.90572 22.09383
H -12.81770 9.02586 20.51205
H -11.49238 6.57670 20.27576
H -11.19312 9.43601 21.07132
H -16.18923 6.54292 23.32441
H -5.08983 4.15077 17.26120
H -2.78764 5.57910 19.59214
H -4.17594 1.53037 21.73489
H -8.37963 3.26273 19.14347
H -16.71407 6.14022 17.97017
H -9.62604 4.84873 15.99133
H -10.89713 6.96027 26.13042
H -12.21988 9.49121 18.24246
H -7.14942 4.21420 24.14094
H -8.44585 -0.35302 19.45213
H -7.42989 6.66331 16.67791
H -3.17531 8.30112 20.97060

Summary:
* ΔE to the lowest compared entry with this formula, charge and spin: 0.0 kJ/mol
* frontier orbital gap: 9.471 eV
* HOMO energy: -9.022 eV